(1)
Below is C40H46N2O3PRuSSi2 as an isolated structure, with properties calculated with ωB97M-V with the def2-TZVPD basis set.

Last column: Mulliken spin population.
Atoms and positions in Å:
Ru1 -0.449 0.013 -0.142  3.68
C1 -3.464 -3.492 -2.136  0.01
Si1 -2.889 -2.235 -0.853  -0.01
C2 -3.781 -0.626 -1.254  0.02
C3 -3.545 -2.831 0.791  0.00
C4 -1.024 -1.953 -1.008  0.41
C5 -0.803 -1.538 -2.417  -0.27
C6 -0.691 -2.365 -3.544  0.03
C7 -0.467 -1.799 -4.781  0.00
C8 -0.366 -0.414 -4.899  0.01
C9 -0.516 0.343 -3.757  0.02
N1 -0.742 -0.205 -2.560  0.02
Si2 0.223 -3.243 -0.374  -0.04
C10 1.600 -3.510 -1.634  0.03
C11 1.165 -2.717 1.164  0.05
C12 -0.541 -4.924 -0.028  0.02
H1 -4.546 -3.619 -2.035  0.00
H2 -3.006 -4.472 -1.979  0.00
H3 -3.268 -3.181 -3.162  0.00
H4 -4.860 -0.776 -1.163  0.00
H5 -3.574 -0.284 -2.270  0.00
H6 -3.512 0.178 -0.564  0.00
H7 -4.622 -2.987 0.669  0.00
H8 -3.381 -2.103 1.583  0.00
H9 -3.115 -3.782 1.099  0.00
H10 -0.790 -3.434 -3.432  0.00
H11 -0.374 -2.429 -5.657  0.00
H12 -0.188 0.064 -5.851  0.00
H13 -0.454 1.425 -3.789  -0.01
H14 2.126 -2.572 -1.826  -0.01
H15 1.295 -3.924 -2.593  0.00
H16 2.322 -4.202 -1.190  0.00
H17 1.559 -1.697 1.094  0.00
H18 2.028 -3.381 1.264  0.00
H19 0.574 -2.780 2.076  0.01
H20 -0.935 -5.381 -0.938  0.00
H21 -1.349 -4.876 0.701  0.00
H22 0.224 -5.593 0.376  0.00
C13 -1.273 3.940 -2.517  0.04
C14 0.156 4.064 -2.972  -0.01
C15 0.479 4.912 -4.026  -0.01
C16 1.791 5.087 -4.437  0.01
C17 2.815 4.415 -3.788  0.00
C18 2.516 3.561 -2.738  0.04
C19 1.197 3.371 -2.332  0.06
P1 0.735 2.280 -0.954  -0.15
C20 2.213 1.239 -0.630  0.07
C21 2.550 0.442 -1.740  0.08
C22 3.585 -0.470 -1.694  0.00
C23 4.292 -0.627 -0.510  0.01
C24 3.954 0.130 0.596  -0.01
C25 2.922 1.073 0.579  -0.01
C26 2.669 1.845 1.845  0.02
C27 0.417 3.398 0.415  0.12
C28 1.089 4.596 0.624  -0.07
C29 0.875 5.308 1.793  0.08
C30 -0.001 4.808 2.754  -0.03
C31 -0.701 3.636 2.532  0.10
C32 -0.540 2.930 1.332  0.09
C33 -1.298 1.704 1.103  0.54
H23 -1.949 4.395 -3.239  0.00
H24 -1.419 4.441 -1.556  0.00
H25 -1.570 2.897 -2.378  -0.02
H26 -0.318 5.448 -4.529  0.00
H27 2.014 5.753 -5.261  0.00
H28 3.844 4.555 -4.093  0.00
H29 3.316 3.037 -2.230  0.01
H30 1.985 0.550 -2.660  -0.01
H31 3.826 -1.060 -2.568  0.00
H32 5.103 -1.341 -0.447  0.00
H33 4.505 -0.001 1.519  0.00
H34 3.431 1.600 2.582  0.00
H35 1.709 1.591 2.296  0.03
H36 2.683 2.922 1.681  0.00
H37 1.804 4.950 -0.109  0.00
H38 1.408 6.233 1.970  0.00
H39 -0.142 5.343 3.684  0.00
H40 -1.376 3.248 3.284  0.00
H41 -1.918 1.649 0.188  -0.08
H42 -1.825 1.331 1.967  0.03
O1 1.738 0.271 5.082  0.00
S1 0.307 0.325 4.944  0.00
O2 -0.392 1.368 5.647  0.00
N2 -0.115 0.306 3.376  0.04
C34 -0.766 -0.796 3.043  -0.04
O3 -1.183 -1.056 1.886  0.07
C35 -0.951 -1.761 4.183  0.01
C36 -1.553 -3.006 4.181  0.00
C37 -1.587 -3.720 5.372  0.00
C38 -1.028 -3.198 6.535  0.00
C39 -0.416 -1.949 6.534  0.00
C40 -0.394 -1.258 5.342  0.00
H43 -1.983 -3.402 3.272  0.00
H44 -2.053 -4.697 5.399  0.00
H45 -1.066 -3.774 7.451  0.00
H46 0.027 -1.537 7.431  0.00

Results
Calculated total energy (eV): -89809.45343
Kohn-Sham gap (alpha / beta) (hartree): 0.265 / 0.244
Max |F| (eV Å⁻¹): 0.71
Energy relative to the best compared isomer or geometry (same formula, charge and spin) (eV): 1.267
Multiplicity: 6
E_LUMO (alpha / beta) (eV): 0.3 / -1.7
Charge: 0

=====

(2)
Below is C31H27Cl2N2O5W as an isolated structure in a non-equilibrium geometry, with properties calculated with ωB97M-V with the def2-TZVPD basis set.

Last column: Mulliken spin population.
Atoms and positions in Å:
W1 0.156 0.864 -0.070  1.54
C1 -3.945 -2.169 -1.065  0.00
C2 -3.295 -0.820 -1.141  -0.01
C3 -2.405 -0.513 -2.156  0.01
C4 -1.778 0.733 -2.220  0.03
C5 -0.942 1.090 -3.415  0.01
C6 -2.019 1.660 -1.191  -0.02
C7 -3.003 1.399 -0.204  0.05
C8 -3.454 2.494 0.718  -0.01
C9 -3.599 0.157 -0.181  0.01
H1 -5.028 -2.081 -1.159  0.00
H2 -3.738 -2.637 -0.101  0.00
H3 -3.583 -2.830 -1.851  0.00
H4 -2.196 -1.249 -2.925  0.00
H5 -1.574 1.065 -4.304  0.00
H6 -0.137 0.369 -3.564  -0.01
H7 -0.515 2.086 -3.326  0.01
H8 -1.642 2.675 -1.298  -0.02
H9 -4.330 2.982 0.285  0.00
H10 -2.688 3.255 0.854  0.00
H11 -3.743 2.105 1.694  0.00
H12 -4.338 -0.062 0.583  0.00
C10 -0.122 4.557 2.556  0.00
O1 -1.357 4.044 3.064  0.00
C11 -1.417 2.723 3.352  -0.01
C12 -2.026 2.340 4.537  0.01
C13 -2.163 1.001 4.877  0.00
C14 -1.673 0.024 4.031  0.01
C15 -1.103 0.384 2.807  0.00
C16 -0.633 -0.727 1.971  0.06
N1 -0.792 -0.883 0.691  0.07
N2 -0.362 -2.081 0.139  -0.02
C17 0.323 -1.854 -0.937  0.03
O2 0.593 -0.622 -1.338  0.03
C18 0.872 -2.969 -1.727  0.01
C19 1.630 -2.699 -2.863  0.01
C20 2.143 -3.744 -3.616  0.00
C21 1.900 -5.055 -3.236  0.01
C22 1.144 -5.326 -2.102  0.00
C23 0.628 -4.288 -1.346  0.01
C24 -0.962 1.740 2.470  0.05
O3 -0.432 2.111 1.279  0.08
H13 -0.110 5.613 2.812  0.00
H14 -0.059 4.435 1.475  0.00
H15 0.724 4.059 3.034  0.00
H16 -2.383 3.122 5.194  0.00
H17 -2.633 0.726 5.810  0.00
H18 -1.748 -1.022 4.299  0.00
H19 -0.162 -1.551 2.509  0.00
H20 1.813 -1.673 -3.153  0.00
H21 2.730 -3.535 -4.500  0.00
H22 2.301 -5.870 -3.824  0.00
H23 0.956 -6.350 -1.808  0.00
H24 0.038 -4.487 -0.463  0.00
Cl1 6.551 2.514 -3.210  0.00
C25 4.953 2.410 -2.569  0.00
C26 3.943 3.216 -3.127  0.01
C27 2.657 3.170 -2.659  0.00
Cl2 1.448 4.184 -3.344  0.00
C28 2.297 2.290 -1.610  0.02
O4 1.061 2.250 -1.197  -0.03
C29 3.334 1.512 -1.038  0.03
C30 3.113 0.725 0.110  0.04
O5 2.016 0.536 0.709  -0.02
C31 4.663 1.580 -1.529  0.02
H25 4.188 3.887 -3.939  0.00
H26 3.979 0.238 0.562  0.00
H27 5.437 0.976 -1.074  0.00

Results
Calculated total energy (eV): -72668.55617
Kohn-Sham gap (alpha / beta) (hartree): 0.243 / 0.254
Max |F| (eV Å⁻¹): 1.63
Energy relative to the best compared isomer or geometry (same formula, charge and spin) (eV): 0.955
Multiplicity: 3
E_LUMO (alpha / beta) (eV): -4.2 / -4.4
Charge: +1

=====

(3)
Below is a 13-piece molecular cluster, H27O13 overall in a non-equilibrium geometry, with properties calculated with ωB97M-V with the def2-TZVPD basis set.

Last column: natural (NBO) charge in e.
Atoms and positions in Å:
O1 1.108 -0.779 -1.564  -0.81
H1 -0.706 -3.923 1.032  0.48
H2 1.003 0.178 -1.883  0.53
O2 -2.051 -0.745 2.858  -0.95
H3 -1.745 -0.055 3.402  0.48
H4 1.691 -1.179 2.476  0.47
O3 -2.134 2.661 -1.123  -0.91
H5 4.136 0.584 -0.525  0.46
O4 2.060 -2.003 2.299  -0.94
H6 -1.199 -2.265 -3.132  0.54
H7 2.998 -1.826 2.285  0.46
O5 -0.925 -1.313 -3.199  -0.94
H8 0.281 -1.056 -2.249  0.55
H9 -1.602 -0.708 -2.924  0.49
O6 0.717 2.985 1.627  -0.98
H10 0.127 3.240 2.280  0.48
H11 0.778 3.547 0.807  0.50
O7 1.525 3.235 -1.404  -0.96
H12 0.771 3.979 -1.164  0.48
H13 2.044 3.586 -2.083  0.48
O8 4.078 0.219 0.221  -0.93
H14 4.269 0.740 0.978  0.48
H15 0.842 -3.288 -2.890  0.49
O9 -0.872 0.331 -0.365  -0.97
H16 -1.653 0.070 -0.551  0.48
H17 -0.812 1.134 0.211  0.53
O10 1.719 0.634 2.726  -0.97
H18 2.401 0.326 2.073  0.48
H19 1.534 1.510 2.722  0.49
O11 -0.415 -3.301 0.391  -0.92
H20 -1.241 -2.999 0.305  0.45
H21 0.600 -0.480 -0.727  0.56
O12 -3.491 -0.085 -0.283  -0.96
H22 -2.942 3.024 -0.642  0.47
H23 -4.166 0.461 -0.021  0.48
O13 0.028 -3.128 -2.424  -0.99
H24 0.218 -3.583 -1.564  0.52
H25 -3.026 -0.856 3.033  0.47
H26 -3.549 -0.823 0.422  0.49
H27 -2.399 1.953 -1.430  0.44

Results
Calculated total energy (eV): -27045.05984
Kohn-Sham gap (hartree): 0.371
Max |F| (eV Å⁻¹): 13.61
Energy relative to the best compared isomer or geometry (same formula, charge and spin) (eV): 6.014
E_LUMO (eV): -3.0
Charge: +1

=====

(4)
Below is C3H2AgFO as an isolated structure in a non-equilibrium geometry, with properties calculated with ωB97M-V with the def2-TZVPD basis set.

Last column: Mulliken spin population.
Atoms and positions in Å:
C1 -1.531 0.347 0.053  -0.37
C2 -1.131 -0.969 0.215  0.73
O1 0.281 -0.925 0.176  -0.05
C3 0.698 0.307 0.273  0.50
F1 -2.453 0.905 0.855  -0.03
H1 -1.459 0.824 -0.930  0.04
H2 -1.544 -1.797 -0.365  0.00
Ag1 2.830 0.625 0.002  0.17

Results
Calculated total energy (eV): -11892.67001
Kohn-Sham gap (alpha / beta) (hartree): 0.302 / 0.266
Max |F| (eV Å⁻¹): 4.02
Energy relative to the best compared isomer or geometry (same formula, charge and spin) (eV): 3.254
Multiplicity: 2
E_LUMO (alpha / beta) (eV): -5.5 / -6.3
Charge: +1

=====

(5)
Below is a 2-piece molecular cluster, C3H10NO overall in a non-equilibrium geometry, with properties calculated with ωB97M-V with the def2-TZVPD basis set.

Last column: natural (NBO) charge in e.
Atoms and positions in Å:
C1 4.279 0.066 -1.078  -0.43
N1 5.652 0.116 -1.682  -0.67
H1 3.504 0.016 -1.832  0.25
H2 4.139 0.903 -0.399  0.25
H3 4.210 -0.784 -0.409  0.25
H4 5.653 0.555 -2.603  0.45
H5 6.245 0.632 -1.028  0.45
H6 6.132 -0.785 -1.757  0.45
O1 -4.053 -0.094 0.781  -0.54
C2 -4.986 0.378 1.378  0.43
C3 -6.313 -0.318 1.459  -0.73
H7 -4.813 1.145 2.154  0.11
H8 -6.015 -0.896 2.368  0.25
H9 -7.149 0.316 1.724  0.23
H10 -6.485 -1.249 0.923  0.25

Results
Calculated total energy (eV): -6802.68111
Kohn-Sham gap (hartree): 0.260
Max |F| (eV Å⁻¹): 2.19
Energy relative to the best compared isomer or geometry (same formula, charge and spin) (eV): 1.630
E_LUMO (eV): -4.2
Charge: +1

=====

(6)
Below is an isolated molecule of C3H2N2O2 in a non-equilibrium geometry, with properties calculated with ωB97M-V with the def2-TZVPD basis set.

Last column: natural (NBO) charge in e.
Atoms and positions in Å:
N1 1.085 0.850 -0.977  -0.57
C1 0.694 -0.140 -0.320  0.66
O1 -0.029 -0.160 0.863  -0.51
C2 -1.264 0.430 0.876  0.65
O2 -1.785 0.975 -0.048  -0.53
C3 1.221 -2.550 -1.008  0.39
N2 0.997 -1.433 -0.703  -0.60
H1 0.765 1.725 -0.565  0.37
H2 -1.684 0.304 1.882  0.14

Results
Calculated total energy (eV): -10216.59714
Kohn-Sham gap (hartree): 0.432
Max |F| (eV Å⁻¹): 1.09
Energy relative to the best compared isomer or geometry (same formula, charge and spin) (eV): 1.592
E_LUMO (eV): 0.1
Charge: 0